Here is a cluster of 5 separate species, C24H18Cl16O4S in total from OMol25. Energies are from ωB97M-V with the def2-TZVPD basis set.

Properties
HOMO	-8.7	eV
total charge	0
Kohn-Sham gap	7.05	eV

Bonds (Å) are listed after each position.
Positions of all 63 atoms, in Å:
1 C 1.024 -2.656 1.288  C2 1.661, H26 1.178, H27 1.162, H28 1.163
2 C -0.010 -2.516 -0.005  C1 1.661, O3 1.466, H29 1.177, H30 1.184
3 O -1.422 -2.640 0.368  C2 1.466, C4 1.463
4 C -2.039 -1.339 0.629  O3 1.463, O5 1.330, C6 1.646
5 O -1.349 -0.507 1.404  C4 1.330
6 C -3.528 -0.993 0.017  C4 1.646, C7 1.630, H31 1.184, H32 1.169
7 C -4.120 0.450 0.492  C6 1.630, C8 1.663, H33 1.174, H34 1.184
8 C -3.829 1.670 -0.601  C7 1.663, C9 1.659, H35 1.162, H36 1.183
9 C -2.271 2.141 -0.282  C8 1.659, C10 1.617, C15 1.627
10 C -1.876 3.224 0.851  C9 1.617, C11 1.645, H37 1.161
11 C -0.293 3.578 1.121  C10 1.645, S12 1.901, C13 1.619
12 S 0.129 4.814 2.502  C11 1.901, H38 1.425
13 C 0.872 2.860 0.255  C11 1.619, C14 1.623, C24 1.638
14 C 0.407 1.785 -0.868  C13 1.623, C15 1.614, C16 1.634
15 C -1.130 1.398 -1.174  C9 1.627, C14 1.614, H39 1.166
16 C 1.557 1.004 -1.726  C14 1.634, O17 1.316, C18 1.625
17 O 1.218 0.559 -2.917  C16 1.316
18 C 3.005 0.796 -1.018  C16 1.625, C19 1.631, C23 1.618
19 C 3.857 -0.521 -1.469  C18 1.631, C20 1.642, H40 1.182
20 C 5.333 -0.675 -0.768  C19 1.642, C21 1.646, H41 1.164
21 C 5.876 0.436 0.318  C20 1.646, C22 1.621, H42 1.179
22 C 4.952 1.696 0.750  C21 1.621, C23 1.626, H43 1.169
23 C 3.489 1.893 0.068  C18 1.618, C22 1.626, C24 1.644
24 C 2.477 3.136 0.433  C13 1.638, C23 1.644, O25 1.329
25 O 2.977 4.299 0.840  C24 1.329
26 H 1.768 -1.743 1.249  C1 1.178
27 H 1.619 -3.654 1.274  C1 1.162
28 H 0.362 -2.546 2.238  C1 1.163
29 H 0.234 -1.567 -0.657  C2 1.177
30 H 0.260 -3.439 -0.697  C2 1.184
31 H -4.249 -1.811 0.479  C6 1.184
32 H -3.572 -1.138 -1.142  C6 1.169
33 H -5.285 0.412 0.632  C7 1.174
34 H -3.576 0.810 1.480  C7 1.184
35 H -4.586 2.546 -0.501  C8 1.162
36 H -3.908 1.277 -1.714  C8 1.183
37 H -2.714 3.740 1.467  C10 1.161
38 H -0.443 4.208 3.658  S12 1.425
39 H -1.443 0.626 -1.990  C15 1.166
40 H 3.439 -1.309 -2.245  C19 1.182
41 H 5.976 -1.593 -1.083  C20 1.164
42 H 6.942 0.358 0.817  C21 1.179
43 H 5.342 2.475 1.530  C22 1.169
44 C 6.421 0.406 -4.771  Cl45 1.781, Cl46 1.781, Cl47 1.780, Cl48 1.780
45 Cl 5.424 -0.197 -3.423  C44 1.781
46 Cl 7.532 -0.877 -5.308  C44 1.781
47 Cl 5.365 0.882 -6.123  C44 1.780
48 Cl 7.362 1.817 -4.228  C44 1.780
49 C -8.194 -1.738 0.669  Cl50 1.781, Cl51 1.780, Cl52 1.780, Cl53 1.781
50 Cl -7.176 -1.032 -0.610  C49 1.781
51 Cl -7.160 -2.542 1.875  C49 1.780
52 Cl -9.135 -0.449 1.457  C49 1.780
53 Cl -9.306 -2.930 -0.049  C49 1.781
54 C -5.310 -4.500 -2.075  Cl55 1.781, Cl56 1.780, Cl57 1.780, Cl58 1.780
55 Cl -4.956 -3.173 -3.209  C54 1.781
56 Cl -5.039 -6.062 -2.885  C54 1.780
57 Cl -4.238 -4.372 -0.660  C54 1.780
58 Cl -7.006 -4.391 -1.546  C54 1.780
59 C 4.789 1.523 5.117  Cl60 1.780, Cl61 1.781, Cl62 1.781, Cl63 1.781
60 Cl 3.351 2.341 5.775  C59 1.780
61 Cl 4.910 -0.113 5.809  C59 1.781
62 Cl 4.648 1.409 3.345  C59 1.781
63 Cl 6.247 2.454 5.538  C59 1.781